ORCA calculation (wB97M-V/def2-TZVPD) on a 11-piece molecular cluster, C40H70F2O33 overall in a non-equilibrium geometry.

```
145
Properties=species:S:1:pos:R:3:mulliken_charge:R:1
O -6.8106 -5.4300 -1.2945 -0.55
C -6.6791 -4.5041 -0.4956 0.65
O -7.1093 -4.4340 0.7588 -0.31
C -7.1006 -3.0820 1.2049 -0.39
C -5.9305 -2.5140 0.3436 0.23
F -4.6592 -2.7973 0.7711 -0.27
O -6.1771 -3.2990 -0.8627 -0.29
H -7.9807 -2.5269 0.8801 0.28
H -7.0946 -2.8496 2.2699 0.35
H -5.8882 -1.4274 0.2691 0.29
O -2.2660 7.5738 2.0518 -0.50
C -2.8692 7.4109 1.0099 0.62
O -2.6807 6.3761 0.0602 -0.29
C -3.9028 6.2017 -0.5670 -0.38
C -4.3882 7.7134 -0.6135 0.25
F -5.7173 7.7588 -0.5472 -0.28
O -3.7796 8.2562 0.4923 -0.28
H -3.8504 5.7971 -1.5778 0.28
H -4.5702 5.5941 0.0441 0.28
H -4.1032 8.1970 -1.5479 0.30
C 4.8658 6.8751 2.6040 -1.21
C 6.1133 7.7570 2.3869 -0.16
O 5.7512 9.1130 2.5980 -0.25
C 6.6974 10.0770 2.5492 0.69
O 7.8824 9.9647 2.4234 -0.53
O 5.9903 11.2300 2.8809 -0.31
C 6.7717 12.4761 3.1271 -0.71
H 4.9461 5.7884 2.6295 0.38
H 4.0521 7.0597 1.9027 0.31
H 4.3888 7.1353 3.5489 0.31
H 6.4909 7.5986 1.3767 0.29
H 6.9238 7.5300 3.0795 0.31
H 6.9887 13.1661 2.3118 0.29
H 7.7468 12.1623 3.4997 0.32
H 6.3584 12.9427 4.0213 0.29
C -0.5856 -7.2955 -1.3445 -1.10
C 0.6653 -7.6087 -0.5277 -0.26
O 0.6896 -6.6380 0.4971 -0.27
C 1.8838 -6.0546 0.7710 0.75
O 2.9229 -6.2169 0.1629 -0.56
O 1.6835 -5.1822 1.7790 -0.30
C 2.7983 -4.4473 2.2155 -0.63
H -0.6907 -8.0221 -2.1502 0.37
H -0.5629 -6.2757 -1.7287 0.28
H -1.4315 -7.3782 -0.6621 0.29
H 1.5126 -7.4677 -1.1988 0.31
H 0.8037 -8.5739 -0.0406 0.32
H 3.1590 -3.9098 1.3384 0.30
H 3.6281 -5.0627 2.5629 0.28
H 2.5497 -3.7328 3.0003 0.22
C -6.2896 -5.2381 12.0684 -1.17
C -5.1082 -4.3655 11.5473 -0.19
O -5.0335 -4.4454 10.1568 -0.25
C -4.1150 -3.6727 9.5131 0.76
O -3.2401 -2.8973 9.9550 -0.61
O -4.4793 -3.7247 8.2700 -0.31
C -3.7917 -3.0392 7.1971 -0.63
H -7.3010 -4.8558 11.9301 0.31
H -6.1593 -5.4257 13.1342 0.34
H -6.3430 -6.1785 11.5198 0.32
H -4.1287 -4.7152 11.8736 0.29
H -5.2263 -3.3512 11.9285 0.31
H -2.9574 -2.4287 7.5425 0.33
H -4.5328 -2.4768 6.6291 0.23
H -3.4542 -3.7389 6.4325 0.26
C 10.5160 -1.9982 -4.9643 -1.06
C 10.4692 -3.4513 -5.4991 -0.13
O 9.6006 -4.3287 -4.8238 -0.33
C 8.2766 -4.3212 -4.8772 0.72
O 7.5517 -5.2713 -4.4161 -0.61
O 7.8430 -3.1627 -5.4420 -0.27
C 6.6334 -3.1287 -6.2649 -0.67
H 11.4807 -1.6123 -5.2936 0.36
H 10.5041 -1.9137 -3.8776 0.31
H 9.6776 -1.3542 -5.2298 0.27
H 11.4115 -3.9969 -5.4490 0.34
H 10.1223 -3.3215 -6.5243 0.24
H 6.8411 -3.5817 -7.2343 0.31
H 6.4771 -2.0579 -6.3950 0.23
H 5.7614 -3.6279 -5.8424 0.30
C -3.4832 0.3725 -12.2767 -1.11
C -2.1534 0.2578 -13.0332 -0.21
O -1.3386 1.3516 -12.8962 -0.32
C -0.3104 1.4461 -11.9932 0.73
O 0.0632 0.5687 -11.2686 -0.55
O 0.2762 2.6045 -12.2136 -0.31
C 1.1819 3.1414 -11.2023 -0.65
H -4.2545 -0.3150 -12.6239 0.38
H -3.9586 1.3496 -12.3623 0.31
H -3.3307 0.1687 -11.2168 0.28
H -2.3290 0.2668 -14.1090 0.27
H -1.6363 -0.6893 -12.8792 0.35
H 1.9142 2.3560 -11.0154 0.32
H 0.7051 3.5296 -10.3022 0.28
H 1.7590 3.9593 -11.6337 0.24
C -3.3568 -3.7131 -7.0749 -1.11
C -2.5290 -4.6115 -7.9756 -0.23
O -3.2125 -5.7900 -8.3785 -0.26
C -2.5728 -7.0138 -8.5781 0.72
O -1.5022 -7.3658 -8.1772 -0.55
O -3.3861 -7.8329 -9.2499 -0.32
C -3.0714 -9.1011 -9.6795 -0.69
H -4.2905 -3.5283 -7.6061 0.29
H -2.9107 -2.7250 -6.9624 0.36
H -3.5819 -4.0572 -6.0654 0.30
H -1.5738 -4.8674 -7.5171 0.33
H -2.2076 -4.1591 -8.9138 0.28
H -2.3714 -9.7205 -9.1188 0.31
H -2.6735 -8.8895 -10.6719 0.30
H -3.9259 -9.6942 -10.0054 0.27
C 0.0632 1.8029 2.2942 -1.15
C -0.4225 1.4116 0.8372 -0.23
O 0.5197 1.7869 -0.2330 -0.25
C 0.2375 1.4815 -1.5515 0.70
O -0.8371 1.0412 -1.9446 -0.56
O 1.3394 1.8131 -2.2662 -0.29
C 1.4962 1.3892 -3.5990 -0.64
H 0.2657 2.8731 2.3362 0.32
H 0.9837 1.2909 2.5747 0.31
H -0.7945 1.6876 2.9568 0.35
H -1.4196 1.8221 0.6780 0.29
H -0.5673 0.3317 0.8055 0.31
H 1.5079 0.3000 -3.6376 0.31
H 2.4965 1.7038 -3.8966 0.23
H 0.6946 1.7208 -4.2589 0.28
O -3.0789 5.2001 12.0249 -0.55
C -3.6160 4.7869 10.9377 0.67
O -3.2984 5.2849 9.6134 -0.34
C -4.0673 4.5983 8.6139 -0.18
C -4.9877 3.6543 9.4077 -0.24
O -4.6142 3.8956 10.7756 -0.33
H -4.6698 5.2554 7.9867 0.26
H -3.4250 4.0076 7.9609 0.23
H -4.8011 2.5855 9.3028 0.23
H -6.0432 3.8277 9.1980 0.25
O 5.3514 1.9461 10.0429 -0.54
C 4.2158 2.4012 10.0909 0.69
O 3.2894 1.9058 11.0036 -0.34
C 2.2367 2.8137 11.2067 -0.26
C 2.3358 3.6350 9.8468 -0.29
O 3.6765 3.4047 9.4659 -0.31
H 1.3161 2.2630 11.4000 0.28
H 2.3984 3.5151 12.0252 0.24
H 2.1825 4.6896 10.0755 0.28
H 1.6546 3.2309 9.0980 0.26
```

Kohn-Sham gap = 10.2 eV
Total charge = 0
E_HOMO = -10.4 eV
Structure (SMILES) = O=C1OC[C@@H](F)O1.O=C1OC[C@@H](F)O1.CCOC(=O)OC.CCOC(=O)OC.CCOC(=O)OC.CCOC(=O)OC.CCOC(=O)OC.CCOC(=O)OC.CCOC(=O)OC.O=C1OCCO1.O=C1OCCO1
Molar mass = 1117.0 u
Energy = -4248.6805 a.u.